ORCA calculation (wB97M-V/def2-TZVPD) on 2 unconnected molecules or ions with the total composition H4NS.

Each line ends with the Löwdin charge.
Element x y z (Å)
N1 0.647154 -0.064753 0.981210  -0.081
H1 -0.015017 0.565897 0.485936  -0.152
H2 0.724995 -0.966262 0.499291  -0.021
H3 -0.053336 -0.216458 1.744341  -0.012
S1 -0.991489 0.906783 -1.606321  -0.326
H4 -0.312306 -0.225208 -2.104456  -0.407

Cartesian forces, eV/Å:
-1.44 0.33 1.75
1.06 -0.62 -1.22
-0.45 0.69 -0.13
1.15 -0.59 -0.12
0.36 -0.97 -0.85
-0.68 1.16 0.56

- energy relative to the best compared isomer or geometry (same formula, charge and spin) (kJ/mol) = 35.4
- M (g mol⁻¹) = 50.11
- total charge = -1
- total energy (a.u.) = -455.3612
- gap between HOMO and LUMO (eV) = 7.51
- 2S+1 = 1